{
  "formula": "C39H52BrN3O5PtSi4",
  "method": "ωB97M-V with the def2-TZVPD basis set",
  "species": ["H", "C", "O", "C", "C", "C", "C", "H", "Pt", "C", "H", "C", "C", "C", "C", "C", "C", "H", "C", "O", "H", "Br", "H", "C", "C", "H", "Si", "H", "H", "H", "H", "C", "C", "C", "C", "H", "H", "O", "H", "H", "H", "H", "H", "O", "Si", "N", "N", "C", "C", "H", "H", "C", "C", "H", "H", "H", "H", "H", "H", "C", "H", "Si", "H", "H", "H", "C", "C", "Si", "H", "C", "H", "H", "H", "H", "C", "H", "H", "H", "H", "C", "O", "C", "H", "H", "H", "H", "C", "H", "H", "C", "C", "C", "H", "C", "H", "C", "N", "H", "H", "C", "H", "C", "C", "H", "H"],
  "coordinates": [[-2.836, -1.770, -2.881], [-1.837, -1.927, -2.459], [3.704, -0.514, 1.678], [-5.172, 1.249, 0.713], [-4.661, 1.551, 3.182], [1.471, -2.976, 3.311], [9.623, 1.490, -2.479], [-7.135, 0.890, 4.373], [1.072, -0.089, 0.312], [-1.265, 1.046, -0.534], [10.648, 1.516, -2.826], [-5.509, 1.019, 2.054], [7.047, 1.355, -1.564], [-7.205, 0.173, 0.008], [4.345, 3.699, -0.960], [7.800, 0.185, -1.541], [-3.180, -1.970, 0.343], [-4.329, 0.754, 3.850], [-7.013, -0.020, 3.782], [1.087, 2.958, 0.447], [9.725, -0.605, -2.000], [3.456, 7.624, 0.000], [-4.510, 4.191, -3.393], [8.865, 2.642, -2.509], [-1.772, 2.427, -2.524], [9.266, 3.578, -2.874], [1.711, -3.747, -1.003], [2.057, -3.801, 2.899], [-1.349, -0.957, -2.394], [-3.380, -4.643, -1.206], [-2.237, 3.638, -4.230], [-1.048, -4.493, 2.668], [1.879, -3.283, -2.806], [2.125, 3.713, 0.001], [-7.504, -0.132, 1.326], [3.799, -2.644, -0.193], [1.849, -6.184, -1.333], [-0.239, 0.590, -1.173], [3.189, 1.508, -1.837], [-0.806, -0.499, 2.937], [-1.774, -5.003, -1.840], [3.274, -3.915, 0.906], [-1.135, -4.693, 3.739], [-1.456, 0.767, 0.664], [0.314, -2.293, 0.189], [-3.908, 1.819, 0.439], [6.597, 3.566, -1.919], [7.553, 2.569, -2.040], [4.436, 5.080, -0.773], [1.936, -2.199, -2.928], [-2.228, -1.527, 3.001], [5.558, 2.979, -1.395], [-6.038, 0.847, -0.302], [0.681, 4.122, 2.123], [-1.070, -1.547, 4.343], [1.411, 5.643, 0.633], [1.082, -5.814, 0.217], [-7.941, -0.586, 3.838], [1.365, -3.150, 4.386], [-2.581, 3.243, -3.283], [5.121, 1.026, -0.688], [-0.193, -2.844, 2.427], [-2.053, -4.518, 2.241], [2.779, -3.721, -3.242], [-2.095, -5.165, -0.113], [3.389, -3.657, -0.149], [3.164, 3.041, -0.650], [-1.892, -2.755, -0.770], [-7.874, -0.132, -0.787], [-4.299, 3.064, -1.600], [-6.226, -0.609, 4.258], [-5.245, 2.250, 3.787], [-5.780, 1.036, -1.335], [0.157, -5.692, -1.274], [9.096, 0.275, -2.006], [-8.388, -0.711, 1.565], [2.053, -2.062, 3.182], [5.349, 5.584, -1.053], [-5.282, 3.328, -1.235], [-3.855, 3.555, -2.811], [2.995, 1.692, -0.910], [-6.669, 0.296, 2.351], [7.391, -0.748, -1.175], [-3.441, -2.618, 1.183], [4.127, -4.338, -0.583], [-0.475, -5.309, 2.222], [-3.482, 2.244, -0.810], [-1.271, -2.539, -3.166], [-3.784, 2.082, 2.823], [1.137, -5.521, -0.834], [2.218, 5.084, 0.188], [-2.309, -4.564, -0.999], [-0.778, 2.166, -2.861], [-1.168, -1.478, 3.256], [-3.151, 1.389, 0.957], [-2.198, 1.919, -1.292], [5.755, 1.638, -1.173], [-0.439, 4.347, 0.744], [-0.491, 2.849, 1.702], [2.677, -0.288, 1.247], [-4.101, -1.760, -0.209], [3.365, 5.748, -0.230], [0.155, 3.624, 1.306], [-2.810, -1.026, 0.739], [1.019, -3.632, -3.382]],
  "mulliken_charge": [0.44, -1.04, -0.54, 0.36, -1.67, -1.08, -0.49, 0.31, 2.38, 1.14, 0.38, 0.80, 0.72, -1.02, 0.44, -1.02, -0.37, 0.36, -1.45, 0.12, 0.38, -0.21, 0.41, -0.71, -0.90, 0.44, 0.93, 0.22, 0.05, 0.39, 0.46, -1.04, -1.12, 0.35, -1.09, 0.08, 0.42, -1.52, 0.29, -0.02, 0.33, 0.22, 0.41, -0.89, -1.31, -0.30, -0.77, 0.50, -0.93, 0.30, 0.13, 0.22, -0.75, 0.60, 0.60, 0.56, 0.23, 0.40, 0.43, -0.83, 0.00, 0.16, 0.29, 0.41, 0.34, -0.88, 0.34, 0.46, 0.38, -0.13, 0.30, 0.37, 0.53, 0.26, -0.44, 0.34, 0.26, 0.60, 0.63, -0.64, -0.42, 1.09, 0.44, 0.44, 0.43, 0.25, 0.09, 0.35, 0.43, -1.06, -0.47, -1.29, 0.40, -0.68, 0.30, 0.36, 0.21, 0.37, 0.00, 0.57, 0.41, -0.41, -1.04, -0.43, 0.31],
  "lumo_energy_ev": -1.11,
  "e_tot_ev": -160799.4953,
  "fmax_ev_per_a": 2.1,
  "e_above_lowest_kcal_mol": 40.6
}